Record 1
Formula: C2H3NO2
Source: the OMol25 dataset
Level of theory: the ωB97M-V functional and the def2-TZVPD basis

- Gap between HOMO and LUMO: 11.1786 eV
- HOMO: -0.3820 Eh
- SMILES: O=CNC=O
- LUMO energy: 0.78 eV
- Maximum force: 0.016 Eh/bohr

Last columns: bonded neighbours and bond lengths (Å).
Cartesian coordinates (Å):
1 O -0.69 0.35 -1.36  C2 1.223
2 C -1.06 -0.08 -0.27  O1 1.223, N3 1.349, H6 1.098
3 N -0.13 -0.16 0.70  C2 1.349, C4 1.489, H7 1.018
4 C 1.13 0.20 -0.01  N3 1.489, O5 1.191, H8 1.100
5 O 1.68 1.25 0.10  C4 1.191
6 H -2.10 -0.39 -0.08  C2 1.098
7 H -0.28 -0.52 1.64  N3 1.018
8 H 1.47 -0.62 -0.66  C4 1.100

In the Mulliken picture, each atom carries the following charge in e: -0.534 0.044 -0.137 0.178 -0.417 0.367 0.204 0.296

Record 2
Formula: C2H3NO2
Source: the OMol25 dataset
Level of theory: the ωB97M-V functional and the def2-TZVPD basis

- Gap between HOMO and LUMO: 9.8618 eV
- HOMO: -0.3321 Eh
- SMILES: [O-][N+]1=CCO1
- LUMO energy: 0.82 eV
- Maximum force: 0.090 Eh/bohr

Last columns: bonded neighbours and bond lengths (Å).
Cartesian coordinates (Å):
1 O -2.26 -0.44 0.04  N2 1.211
2 N -1.09 -0.13 0.03  O1 1.211, C3 1.400, O5 1.412
3 C 0.15 -0.78 0.11  N2 1.400, C4 1.485, H6 1.109
4 C 0.77 0.57 -0.03  C3 1.485, O5 1.412, H7 1.087, H8 1.006
5 O -0.51 1.16 0.06  N2 1.412, C4 1.412
6 H 0.41 -1.82 -0.15  C3 1.109
7 H 1.33 0.78 0.88  C4 1.087
8 H 1.19 0.67 -0.94  C4 1.006

In the Mulliken picture, each atom carries the following charge in e: -0.629 0.672 -0.382 -0.137 -0.318 0.299 0.227 0.267

Record 3
Formula: C2H3NO2
Source: the OMol25 dataset
Level of theory: the ωB97M-V functional and the def2-TZVPD basis

- Gap between HOMO and LUMO (alpha / beta): 9.0895 / 8.3551 eV
- HOMO (alpha / beta): -0.3449 / -0.3568 Eh
- LUMO energy (alpha / beta): -0.30 / -1.35 eV
- Maximum force: 0.064 Eh/bohr

Last columns: bonded neighbours and bond lengths (Å).
Cartesian coordinates (Å):
1 C -0.23 0.01 0.84  C2 1.426, O4 1.368, H6 1.100
2 C 0.97 0.30 0.13  C1 1.426, O5 1.222, H7 1.074
3 N -1.39 -0.40 -1.14  O4 1.324, H8 1.022
4 O -1.38 -0.36 0.19  C1 1.368, N3 1.324
5 O 0.96 0.16 -1.08  C2 1.222
6 H -0.15 -0.19 1.92  C1 1.100
7 H 1.79 0.55 0.78  C2 1.074
8 H -0.56 -0.07 -1.63  N3 1.022

In the Mulliken picture, each atom carries the following charge in e: -0.235 0.190 -0.329 -0.056 -0.629 0.338 0.339 0.383

Record 4
Formula: C2H3NO2
Source: the OMol25 dataset
Level of theory: the ωB97M-V functional and the def2-TZVPD basis

- Gap between HOMO and LUMO: 11.5405 eV
- HOMO: -0.3878 Eh
- SMILES: C=NOC=O
- LUMO energy: 0.99 eV
- Maximum force: 0.070 Eh/bohr

Last columns: bonded neighbours and bond lengths (Å).
Cartesian coordinates (Å):
1 C -1.25 0.80 -1.41  N2 1.228, H6 1.124, H7 1.143
2 N -0.49 0.67 -0.46  C1 1.228, O3 1.419
3 O 0.20 -0.57 -0.42  N2 1.419, C4 1.336
4 C 0.88 -0.76 0.72  O3 1.336, O5 1.218, H8 1.094
5 O 0.73 -0.07 1.71  C4 1.218
6 H -1.87 1.74 -1.41  C1 1.124
7 H -1.41 0.02 -2.23  C1 1.143
8 H 1.51 -1.65 0.71  C4 1.094

In the Mulliken picture, each atom carries the following charge in e: -0.194 -0.325 -0.085 0.205 -0.449 0.262 0.261 0.325

Record 5
Formula: C2H3NO2
Source: the OMol25 dataset
Level of theory: the ωB97M-V functional and the def2-TZVPD basis

- Gap between HOMO and LUMO (alpha / beta): 8.4143 / 8.1285 eV
- HOMO (alpha / beta): -0.3268 / -0.3297 Eh
- LUMO energy (alpha / beta): -0.48 / -0.84 eV
- Maximum force: 0.071 Eh/bohr

Last columns: bonded neighbours and bond lengths (Å).
Cartesian coordinates (Å):
1 C -0.58 -0.13 1.05  C2 1.464, O4 1.218, H6 1.156
2 C -0.42 0.49 -0.27  C1 1.464, H7 1.024, H8 1.176
3 N 1.06 -0.45 -1.51  O5 1.132
4 O 0.30 -0.13 1.90  C1 1.218
5 O 1.97 -0.83 -0.95  N3 1.132
6 H -1.59 -0.61 1.32  C1 1.156
7 H -1.12 0.34 -1.00  C2 1.024
8 H 0.37 1.32 -0.53  C2 1.176

In the Mulliken picture, each atom carries the following charge in e: 0.181 -0.630 0.161 -0.479 -0.115 0.279 0.352 0.251

Record 6
Formula: C2H3NO2
Source: the OMol25 dataset
Level of theory: the ωB97M-V functional and the def2-TZVPD basis

- Gap between HOMO and LUMO: 11.1011 eV
- HOMO: -0.3848 Eh
- SMILES: O=CNC=O
- LUMO energy: 0.63 eV
- Maximum force: 0.025 Eh/bohr

Last columns: bonded neighbours and bond lengths (Å).
Cartesian coordinates (Å):
1 O 1.12 -1.83 0.83  C2 1.196
2 C 0.69 -1.00 0.09  O1 1.196, N3 1.404, H6 1.096
3 N 0.19 0.26 0.46  C2 1.404, C4 1.394, H7 1.011
4 C -0.81 0.81 -0.32  N3 1.394, O5 1.196, H8 1.101
5 O -1.46 0.16 -1.10  C4 1.196
6 H 0.63 -1.18 -0.99  C2 1.096
7 H 0.64 0.92 1.08  N3 1.011
8 H -1.00 1.86 -0.04  C4 1.101

In the Mulliken picture, each atom carries the following charge in e: -0.454 0.084 -0.110 0.122 -0.488 0.291 0.245 0.311

Record 7
Formula: C2H3NO2
Source: the OMol25 dataset
Level of theory: the ωB97M-V functional and the def2-TZVPD basis

- Gap between HOMO and LUMO: 10.7419 eV
- HOMO: -0.3765 Eh
- SMILES: O=CNC=O
- LUMO energy: 0.50 eV
- Maximum force: 0.052 Eh/bohr

Last columns: bonded neighbours and bond lengths (Å).
Cartesian coordinates (Å):
1 O 1.36 1.46 -0.06  C2 1.182
2 C 0.20 1.23 0.02  O1 1.182, N3 1.392, H6 1.230
3 N -0.40 -0.02 -0.09  C2 1.392, C4 1.406, H7 0.988
4 C 0.19 -1.29 -0.08  N3 1.406, O5 1.214, H8 1.109
5 O 1.35 -1.66 0.00  C4 1.214
6 H -0.63 2.13 0.05  C2 1.230
7 H -1.36 0.07 0.15  N3 0.988
8 H -0.72 -1.92 0.00  C4 1.109

In the Mulliken picture, each atom carries the following charge in e: -0.415 0.113 -0.139 0.129 -0.456 0.220 0.259 0.289

Record 8
Formula: C2H3NO2
Source: the OMol25 dataset
Level of theory: the ωB97M-V functional and the def2-TZVPD basis

- Gap between HOMO and LUMO: 10.6926 eV
- HOMO: -0.3745 Eh
- LUMO energy: 0.50 eV
- Maximum force: 0.057 Eh/bohr

Last columns: bonded neighbours and bond lengths (Å).
Cartesian coordinates (Å):
1 C 0.20 -2.00 1.21  O4 1.126
2 C -0.10 0.24 -0.45  N3 1.248, O5 1.379, H6 1.112
3 N 0.13 0.22 0.77  C2 1.248, H7 1.060
4 O 0.22 -2.36 0.14  C1 1.126
5 O -0.24 1.32 -1.30  C2 1.379, H8 1.023
6 H -0.25 -0.79 -0.84  C2 1.112
7 H 0.20 1.16 1.26  N3 1.060
8 H -0.16 2.20 -0.78  O5 1.023

In the Mulliken picture, each atom carries the following charge in e: 0.115 0.133 -0.459 -0.222 -0.477 0.393 0.194 0.324

Record 9
Formula: C2H3NO2
Source: the OMol25 dataset
Level of theory: the ωB97M-V functional and the def2-TZVPD basis

- Gap between HOMO and LUMO: 10.7436 eV
- HOMO: -0.3679 Eh
- SMILES: O=CN1CO1
- LUMO energy: 0.73 eV
- Maximum force: 0.073 Eh/bohr

Last columns: bonded neighbours and bond lengths (Å).
Cartesian coordinates (Å):
1 O -2.31 0.14 0.23  C2 1.178
2 C -1.27 -0.30 -0.09  O1 1.178, N3 1.509, H6 1.097
3 N -0.01 -0.34 0.75  C2 1.509, C4 1.420, O5 1.398
4 C 1.02 0.42 0.13  N3 1.420, O5 1.389, H7 1.099, H8 1.137
5 O 1.08 -0.97 0.16  N3 1.398, C4 1.389
6 H -0.95 -0.82 -1.00  C2 1.097
7 H 0.71 0.76 -0.86  C4 1.099
8 H 1.74 1.11 0.67  C4 1.137

In the Mulliken picture, each atom carries the following charge in e: -0.396 0.064 -0.184 -0.074 -0.305 0.385 0.270 0.242

Record 10
Formula: C2H3NO2S
Source: the OMol25 dataset
Level of theory: the ωB97M-V functional and the def2-TZVPD basis

- Gap between HOMO and LUMO: 9.3588 eV
- HOMO: -0.3561 Eh
- SMILES: O=CNOC=S
- LUMO energy: -0.33 eV
- Maximum force: 0.049 Eh/bohr

Last columns: bonded neighbours and bond lengths (Å).
Cartesian coordinates (Å):
1 O -1.39 0.21 -2.92  C2 1.189
2 C -0.77 0.39 -1.92  O1 1.189, N3 1.389, H7 1.076
3 N -0.53 -0.65 -1.03  C2 1.389, O4 1.383, H8 0.981
4 O 0.46 -0.39 -0.10  N3 1.383, C5 1.398
5 C 0.09 -0.29 1.25  O4 1.398, S6 1.601, H9 1.181
6 S 1.07 0.40 2.32  C5 1.601
7 H -0.39 1.31 -1.52  C2 1.076
8 H -0.53 -1.52 -1.49  N3 0.981
9 H -0.92 -0.87 1.42  C5 1.181

In the Mulliken picture, each atom carries the following charge in e: -0.494 0.075 -0.168 -0.128 0.059 -0.227 0.348 0.228 0.305

Record 11
Formula: C2H3NO2S
Source: the OMol25 dataset
Level of theory: the ωB97M-V functional and the def2-TZVPD basis

- Gap between HOMO and LUMO: 8.5103 eV
- HOMO: -0.3219 Eh
- SMILES: O=CN(O)C=S
- LUMO energy: -0.25 eV
- Maximum force: 0.027 Eh/bohr

Last columns: bonded neighbours and bond lengths (Å).
Cartesian coordinates (Å):
1 O 0.18 2.18 -0.04  C2 1.201
2 C -0.56 1.23 -0.07  O1 1.201, N3 1.414, H7 1.079
3 N -0.14 -0.11 0.01  C2 1.414, O4 1.398, C5 1.374
4 O -1.19 -1.03 -0.13  N3 1.398, H8 0.982
5 C 1.12 -0.65 -0.10  N3 1.374, S6 1.621, H9 1.074
6 S 2.55 0.12 -0.03  C5 1.621
7 H -1.63 1.26 -0.16  C2 1.079
8 H -1.39 -1.30 0.79  O4 0.982
9 H 1.04 -1.71 -0.28  C5 1.074

In the Mulliken picture, each atom carries the following charge in e: -0.456 0.043 0.127 -0.419 -0.171 -0.234 0.393 0.362 0.354

Record 12
Formula: C2H3NO2S
Source: the OMol25 dataset
Level of theory: the ωB97M-V functional and the def2-TZVPD basis

- Gap between HOMO and LUMO: 11.0265 eV
- HOMO: -0.3845 Eh
- SMILES: [H]/N=C\O.O=C=S
- LUMO energy: 0.56 eV
- Maximum force: 0.051 Eh/bohr

Last columns: bonded neighbours and bond lengths (Å).
Cartesian coordinates (Å):
1 H -2.57 0.37 0.74  N2 1.054
2 N -1.89 -0.26 0.24  H1 1.054, C3 1.291
3 C -0.85 0.48 0.04  N2 1.291, O4 1.339, H5 1.113
4 O -0.75 1.76 0.42  C3 1.339, H6 1.027
5 H 0.03 0.09 -0.52  C3 1.113
6 H -1.56 2.11 0.94  O4 1.027
7 O 2.87 -2.16 0.43  C8 1.148
8 C 2.57 -1.54 -0.49  O7 1.148, S9 1.542
9 S 2.14 -0.85 -1.80  C8 1.542

In the Mulliken picture, each atom carries the following charge in e: 0.162 -0.579 0.708 -0.473 -0.117 0.303 -0.307 0.681 -0.377